{"formula": "C30H46GaO3P2", "method": "the ωB97M-V functional and the def2-TZVPD basis", "elements": ["Ga", "C", "C", "C", "C", "C", "C", "H", "H", "H", "C", "H", "H", "H", "C", "H", "H", "H", "C", "H", "H", "H", "C", "H", "H", "H", "C", "C", "C", "C", "C", "C", "C", "C", "H", "H", "H", "H", "H", "H", "H", "H", "H", "H", "H", "H", "P", "C", "C", "P", "C", "C", "C", "H", "H", "H", "H", "H", "H", "H", "H", "H", "H", "H", "H", "H", "H", "O", "C", "C", "C", "C", "C", "C", "C", "O", "O", "H", "H", "H", "H", "H"], "xyz": [[-0.18872, -0.32098, 1.11412], [-0.84118, -2.63593, 2.50384], [0.47844, -2.99106, 2.06199], [0.68245, -1.44376, 3.76619], [-0.70787, -1.68892, 3.57237], [1.41083, -2.23796, 2.83213], [-2.09408, -3.35339, 2.16931], [-2.05415, -3.78755, 1.16215], [-2.95885, -2.67956, 2.22332], [-2.26751, -4.17584, 2.88354], [-1.79857, -1.17796, 4.43492], [-2.78646, -1.46060, 4.04775], [-1.75719, -0.08188, 4.51830], [-1.71128, -1.60315, 5.44741], [1.26354, -0.69360, 4.90413], [1.38130, -1.35269, 5.78169], [0.60935, 0.13917, 5.19674], [2.25802, -0.29227, 4.65964], [2.88606, -2.38806, 2.81825], [3.21484, -3.08681, 3.60503], [3.37830, -1.42268, 3.00419], [3.24740, -2.77605, 1.85572], [0.81504, -4.17726, 1.23562], [1.00808, -5.05153, 1.88216], [1.71906, -4.00546, 0.63521], [-0.00396, -4.44660, 0.55541], [-1.69467, 0.58758, -4.83243], [-1.77816, -0.74822, -4.90024], [-1.00547, -1.63721, -5.82460], [0.41205, -1.17047, -6.23374], [1.27944, -0.69877, -5.10261], [1.36098, 0.55231, -4.62972], [0.57899, 1.73969, -5.10783], [-0.82675, 1.46617, -5.68757], [-1.58757, -1.79416, -6.74646], [0.34395, -0.43196, -7.04160], [-0.91025, -2.62746, -5.35853], [-0.74596, 1.09611, -6.71666], [-2.38312, 1.12974, -4.16937], [-2.58171, -1.24963, -4.34196], [-1.33019, 2.44304, -5.75881], [0.46328, 2.43355, -4.26368], [2.11802, 0.77898, -3.86256], [1.16366, 2.28131, -5.86779], [0.90804, -2.05027, -6.67229], [1.95870, -1.46556, -4.70494], [-1.33886, -0.21665, -0.92623], [-2.92450, 0.60411, -0.87210], [-1.43904, -1.84004, -1.70298], [1.46116, 0.19734, -0.58240], [0.07411, 0.63599, -1.74376], [2.38200, -1.13530, -1.38331], [2.59807, 1.55602, -0.30289], [-2.94034, 1.31432, -0.03003], [-3.69637, -0.16017, -0.68769], [-3.12847, 1.12218, -1.82155], [-1.50051, -1.73472, -2.79332], [-2.34072, -2.33728, -1.33171], [-0.57635, -2.46921, -1.45687], [2.91047, 1.97451, -1.26921], [3.47729, 1.15821, 0.22676], [2.14535, 2.34389, 0.31460], [-0.06860, 1.72298, -1.84181], [0.24036, 0.20089, -2.74349], [3.33446, -1.24074, -0.85238], [2.57586, -0.88792, -2.43688], [1.84506, -2.08772, -1.32386], [1.89979, 3.11128, 3.59349], [0.76640, 3.82695, 3.73192], [0.86145, 5.09408, 4.33681], [-0.29638, 5.83086, 4.53029], [-1.54291, 5.33284, 4.15671], [-1.64555, 4.08379, 3.54160], [-0.49911, 3.33309, 3.28989], [-0.59053, 2.05112, 2.56815], [-1.67324, 1.54868, 2.18935], [0.54724, 1.43877, 2.31379], [1.60705, 2.29502, 3.06738], [1.82850, 5.48732, 4.64343], [-0.23952, 6.82283, 4.97724], [-2.44543, 5.91011, 4.34028], [-2.59430, 3.67020, 3.23306]], "lowdin_charge": [0.70, -0.28, -0.29, -0.28, -0.27, -0.28, -0.05, 0.07, 0.08, 0.10, -0.04, 0.08, 0.08, 0.10, -0.04, 0.10, 0.08, 0.08, -0.05, 0.10, 0.07, 0.07, -0.05, 0.10, 0.07, 0.07, -0.11, -0.14, -0.17, -0.18, -0.10, -0.16, -0.18, -0.18, 0.13, 0.11, 0.11, 0.11, 0.10, 0.10, 0.12, 0.10, 0.09, 0.13, 0.12, 0.11, 0.80, -0.21, -0.20, 0.83, -0.43, -0.20, -0.21, 0.05, 0.08, 0.05, 0.02, 0.07, 0.05, 0.06, 0.07, 0.06, 0.09, 0.02, 0.07, 0.04, 0.05, 0.05, -0.25, 0.00, -0.07, -0.08, -0.01, -0.08, -0.53, -0.01, -0.11, 0.07, 0.12, 0.11, 0.10, 0.12], "fmax_ev_per_a": 3.82, "total_energy_ev": -108945.837, "charge": 1, "gap_ha": 0.2147}



{"formula": "C30H46N2O15S", "method": "the ωB97M-V functional and the def2-TZVPD basis", "elements": ["C", "C", "C", "C", "C", "C", "C", "C", "N", "C", "S", "C", "N", "H", "H", "H", "H", "H", "H", "H", "H", "H", "H", "H", "H", "H", "H", "H", "H", "C", "C", "C", "O", "C", "O", "O", "H", "H", "H", "H", "H", "H", "C", "C", "C", "O", "C", "O", "O", "H", "H", "H", "H", "H", "H", "C", "C", "C", "O", "C", "O", "O", "H", "H", "H", "H", "H", "H", "C", "C", "C", "O", "C", "O", "O", "H", "H", "H", "H", "H", "H", "C", "C", "C", "O", "C", "O", "O", "H", "H", "H", "H", "H", "H"], "xyz": [[1.05939, -4.85251, 4.43587], [0.55602, -3.62403, 3.58071], [1.75244, -2.65224, 3.23943], [1.83931, -2.23826, 1.73227], [2.90061, -3.06956, 0.88898], [2.23618, -4.43692, 0.52890], [3.23247, -5.58535, 0.11383], [2.44785, -6.89647, 0.26027], [1.85207, -7.81368, 0.51390], [4.50619, -5.75471, 1.01572], [4.21246, -5.54797, 2.82119], [5.68210, -4.91648, 0.52602], [6.49375, -4.32106, 0.01019], [1.87228, -4.50602, 5.10434], [0.23434, -5.32643, 5.01333], [1.39776, -5.62608, 3.71470], [-0.22164, -3.12753, 4.20512], [0.02119, -3.96243, 2.66141], [2.67933, -3.09404, 3.65522], [1.55301, -1.71378, 3.82143], [2.07584, -1.16677, 1.58041], [0.85799, -2.51139, 1.27847], [3.06574, -2.50624, -0.06030], [3.87421, -3.15193, 1.40618], [1.55390, -4.82822, 1.30995], [1.60057, -4.24856, -0.37017], [3.53990, -5.45849, -0.94107], [4.84626, -6.80654, 0.88601], [5.21111, -4.71020, 3.23259], [1.95898, 4.06567, 4.89374], [2.15987, 2.59979, 4.58977], [1.35075, 2.10404, 3.42498], [1.17014, 0.72193, 3.74657], [1.21896, 0.62199, 5.09891], [0.90868, -0.35124, 5.71483], [1.67103, 1.77712, 5.65859], [2.19753, 4.68301, 4.02714], [0.92989, 4.26278, 5.19936], [2.59737, 4.37042, 5.72525], [3.22496, 2.38434, 4.45744], [1.87089, 2.21388, 2.47591], [0.36786, 2.57071, 3.34569], [-1.96465, -3.90834, -1.61114], [-2.05620, -2.97773, -0.42772], [-3.25294, -2.06698, -0.45167], [-2.78409, -0.93143, 0.28477], [-1.43377, -0.88797, 0.12088], [-0.74571, 0.03306, 0.42574], [-0.97175, -2.03948, -0.43443], [-2.85476, -4.53254, -1.69937], [-1.83124, -3.34418, -2.53430], [-1.09370, -4.55924, -1.51299], [-2.00875, -3.54653, 0.50639], [-4.12444, -2.50751, 0.03019], [-3.52907, -1.73860, -1.45752], [-4.05643, 4.47772, 0.22556], [-2.59444, 4.53509, -0.14168], [-2.04791, 3.23979, -0.67391], [-0.66827, 3.31923, -0.31124], [-0.59997, 4.10113, 0.79351], [0.37535, 4.20072, 1.47141], [-1.77526, 4.74158, 1.02018], [-4.66290, 4.18002, -0.62974], [-4.22785, 3.77770, 1.04609], [-4.39847, 5.45491, 0.57188], [-2.41366, 5.36117, -0.83645], [-2.15748, 3.15031, -1.75370], [-2.48163, 2.35626, -0.19728], [-3.83429, 8.31647, -4.10314], [-3.59106, 6.84631, -4.35322], [-4.38805, 6.28096, -5.49773], [-4.52560, 4.90822, -5.12240], [-4.47314, 4.86386, -3.76542], [-4.75326, 3.91017, -3.11151], [-4.05373, 6.05267, -3.25306], [-3.61502, 8.90869, -4.99246], [-4.86820, 8.49484, -3.80154], [-3.20390, 8.67073, -3.28607], [-2.52076, 6.65737, -4.48053], [-3.87200, 6.36968, -6.45251], [-5.38604, 6.71826, -5.58965], [1.91584, 0.50110, -3.70250], [1.32501, -0.83244, -3.30933], [2.19556, -2.01126, -3.65200], [1.23472, -3.05558, -3.82862], [0.07602, -2.46180, -4.22468], [-0.87004, -3.04856, -4.64666], [0.13858, -1.11424, -4.06467], [2.88962, 0.65335, -3.23527], [2.02433, 0.57542, -4.78663], [1.25356, 1.31257, -3.39691], [1.05777, -0.82828, -2.24788], [2.89524, -2.26141, -2.85538], [2.74931, -1.88579, -4.58675]], "lowdin_charge": [-0.13, -0.24, -0.18, -0.17, -0.18, -0.17, -0.28, -0.21, 0.17, -0.57, 0.80, -0.26, 0.16, 0.07, 0.07, 0.03, 0.10, 0.08, 0.08, 0.08, 0.11, 0.09, 0.10, 0.08, 0.10, 0.12, 0.15, 0.11, -0.09, -0.02, -0.33, -0.10, 0.05, -0.55, 0.15, 0.09, 0.09, 0.09, 0.08, 0.16, 0.14, 0.13, 0.00, -0.33, -0.09, 0.06, -0.55, 0.16, 0.06, 0.10, 0.07, 0.09, 0.16, 0.14, 0.14, -0.02, -0.33, -0.09, 0.07, -0.55, 0.14, 0.09, 0.07, 0.09, 0.09, 0.15, 0.14, 0.14, -0.02, -0.34, -0.10, 0.07, -0.54, 0.16, 0.08, 0.09, 0.09, 0.09, 0.16, 0.14, 0.14, -0.02, -0.33, -0.10, 0.06, -0.56, 0.15, 0.09, 0.09, 0.09, 0.09, 0.15, 0.13, 0.14], "fmax_ev_per_a": 5.14, "total_energy_ev": -76384.335, "charge": 0, "gap_ha": 0.3637, "e_above_lowest_kcal_mol": 18.5, "smiles": "CCCCCC[C@H](C#N)[C@H](S)C#N.C[C@@H]1COC(=O)O1.C[C@@H]1COC(=O)O1.C[C@@H]1COC(=O)O1.C[C@@H]1COC(=O)O1.C[C@@H]1COC(=O)O1"}